Version 1
ORCA calculation (ωB97M-V/def2-TZVPD) on the ion C3H7N2O2 with charge +1.

Values from the calculation:
SMILES = C[N+]1=CNO[C@@H]1O
orbital gap = 10.681 eV

```
! wB97M-V def2-TZVPD RIJCOSX def2/J DEFGRID3
* xyz 1 1
C -0.101 -0.771 1.633
N 0.282 -0.009 0.432
C 0.752 1.154 0.149
N 0.775 1.341 -1.208
O 0.239 0.218 -1.847
C -0.196 -0.725 -0.910
O -1.588 -0.815 -0.863
H 0.698 -1.471 1.902
H -1.032 -1.258 1.517
H -0.198 0.092 2.360
H 1.226 1.765 0.877
H 1.037 2.070 -2.000
H 0.233 -1.685 -1.063
H -2.128 0.095 -0.981
*
```

Mulliken population analysis, charges in e, atoms 1 to 5: -0.800 0.027 0.060 -0.092 -0.246

---

Version 2
ORCA calculation (ωB97M-V/def2-TZVPD) on the ion C3H7N2O2 with charge +1.

Values from the calculation:
SMILES = [NH2+]=C(O)O[C@H]1CN1
orbital gap = 12.686 eV

```
! wB97M-V def2-TZVPD RIJCOSX def2/J DEFGRID3
* xyz 1 1
N -2.648 0.277 0.233
C -1.451 -0.004 -0.082
O -1.070 -1.264 -0.055
O -0.528 0.915 -0.239
C 0.987 0.606 -0.432
C 1.796 0.129 0.679
N 1.476 -0.784 -0.443
H -3.544 -0.326 0.124
H -2.727 1.330 0.122
H -0.037 -1.311 -0.139
H 1.429 1.293 -1.000
H 2.787 0.444 0.674
H 1.302 -0.208 1.597
H 2.228 -1.097 -1.041
*
```

Mulliken population analysis, charges in e, atoms 1 to 5: -0.302 0.677 -0.521 -0.385 -0.092

---

Result of the stability comparison: version 2 is the most stable of them.

---

Version 1
ORCA calculation (ωB97M-V/def2-TZVPD) on a structure of composition C3H7N2O2.

Values from the calculation:
orbital gap = 9.996 eV

```
! wB97M-V def2-TZVPD RIJCOSX def2/J DEFGRID3
* xyz 1 1
C -0.051 0.281 -0.103
C -0.538 2.174 0.026
C 0.233 -2.035 -0.162
N 0.155 1.224 0.851
N -0.824 1.033 -0.856
O 1.521 -1.940 0.141
O -0.560 -2.478 0.711
H -1.478 2.442 0.517
H 0.074 2.933 -0.499
H 0.038 -1.954 -1.214
H 1.081 1.339 1.391
H -1.363 0.979 -1.732
H 1.887 -1.529 -0.615
H -0.175 -2.470 1.544
*
```

Mulliken population analysis, charges in e, atoms 1 to 5: -0.277 -0.114 0.211 -0.240 -0.121

---

Version 2
ORCA calculation (ωB97M-V/def2-TZVPD) on the ion C3H7N2O2 with charge +1.

Values from the calculation:
SMILES = [NH3+][C@@H]1NC(=O)CO1
orbital gap = 9.879 eV

```
! wB97M-V def2-TZVPD RIJCOSX def2/J DEFGRID3
* xyz 1 1
N 1.713 0.507 0.336
C 0.746 -0.216 -0.656
N -0.597 0.893 -0.618
C -1.642 0.252 -0.081
O -2.791 0.529 0.010
C -1.096 -1.134 0.488
O 0.220 -1.333 -0.264
H 1.159 1.320 0.731
H 2.689 0.843 0.021
H 2.130 0.006 1.173
H 1.065 -0.135 -1.652
H -0.893 1.555 -1.364
H -0.914 -1.077 1.641
H -1.789 -2.010 0.235
*
```

Mulliken population analysis, charges in e, atoms 1 to 5: -0.413 0.082 -0.399 0.418 -0.492

---

Result of the stability comparison: version 2 is the most stable of them.

---

Version 1
ORCA calculation (ωB97M-V/def2-TZVPD) on the ion C3H7N2O2 with charge +1.

Values from the calculation:
SMILES = C1CO[C@@]2(NO2)[NH2+]1
orbital gap = 11.109 eV

```
! wB97M-V def2-TZVPD RIJCOSX def2/J DEFGRID3
* xyz 1 1
C 0.209 -1.267 0.404
C 0.022 -0.171 1.422
O 0.514 0.976 0.716
C 0.025 0.897 -0.491
N -0.007 1.889 -1.467
O -1.220 1.454 -0.895
N -0.001 -0.557 -0.909
H 1.342 -1.567 0.512
H -0.289 -2.278 0.455
H -1.069 0.056 1.847
H 0.611 -0.298 2.202
H 0.125 2.804 -0.982
H 0.645 -0.997 -1.599
H -0.907 -0.939 -1.215
*
```

Mulliken population analysis, charges in e, atoms 1 to 5: -0.429 -0.400 -0.309 0.615 -0.452

---

Version 2
ORCA calculation (ωB97M-V/def2-TZVPD) on a cluster of 2 separate species, C3H7N2O2 in total.

Values from the calculation:
orbital gap (spin up / spin down) = 7.702 / 7.721 eV

```
! wB97M-V def2-TZVPD RIJCOSX def2/J DEFGRID3
* xyz 1 1
C 0.232 0.728 -0.344
C -1.068 0.746 0.556
C -0.306 -1.352 0.598
N -1.602 -2.181 -0.853
N 0.602 -0.685 -0.334
O -2.680 -2.493 -0.496
O -0.930 -0.488 1.310
H 0.059 0.966 -1.294
H 0.979 1.235 0.127
H -1.177 1.465 1.280
H -1.962 0.584 -0.260
H -0.175 -2.297 1.059
H 0.327 -1.322 -1.165
H 1.594 -0.839 0.000
*
```

Mulliken population analysis, charges in e, atoms 1 to 5: -0.624 -0.277 -0.307 0.000 -0.046

---

Result of the stability comparison: version 1 is the most stable of them.

---

Version 1
ORCA calculation (ωB97M-V/def2-TZVPD) on a cluster of 2 separate species, C2H10N4 in total.

Values from the calculation:
SMILES = [H]/N=C/N.NCN
orbital gap = 9.888 eV

```
! wB97M-V def2-TZVPD RIJCOSX def2/J DEFGRID3
* xyz 0 1
H -0.881 -0.750 2.374
N -1.576 -0.081 2.076
C -1.035 1.133 2.011
N -1.977 2.218 1.892
H 0.043 1.414 2.026
H -1.715 3.037 1.334
H -2.933 1.914 1.556
N 2.401 -0.689 -1.840
C 1.204 -0.652 -1.007
N 0.185 -1.548 -1.588
H 1.980 -0.400 -2.721
H 2.616 -1.694 -2.211
H 1.603 -0.724 0.132
H 0.595 0.316 -0.925
H 0.110 -2.303 -1.035
H -0.620 -1.191 -2.072
*
```

Mulliken population analysis, charges in e, atoms 1 to 5: 0.236 -0.651 0.127 -0.543 0.312

---

Version 2
ORCA calculation (ωB97M-V/def2-TZVPD) on a cluster of 2 separate species, C2H10N4 in total.

Values from the calculation:
SMILES = [H]/N=N/N.CNC
orbital gap = 9.994 eV

```
! wB97M-V def2-TZVPD RIJCOSX def2/J DEFGRID3
* xyz 0 1
H 3.221 -1.292 -1.115
N 3.045 -0.291 -0.766
N 1.923 0.141 -0.557
N 1.934 1.357 -0.042
H 2.913 1.589 0.064
H 1.073 1.628 0.381
C -1.095 0.412 -0.751
N -0.601 -0.123 0.584
C -1.776 -0.279 1.293
H -1.723 -0.376 -1.260
H -1.695 1.179 -0.335
H -0.241 0.715 -1.451
H -0.143 -1.237 0.438
H -1.718 -0.761 2.265
H -2.103 0.776 1.484
H -2.768 -0.604 0.839
*
```

Mulliken population analysis, charges in e, atoms 1 to 5: 0.231 -1.077 0.606 -0.352 0.332

---

Version 3
ORCA calculation (ωB97M-V/def2-TZVPD) on an isolated molecule of C2H10N4.

Values from the calculation:
SMILES = NCC(N)(N)N
orbital gap = 9.349 eV

```
! wB97M-V def2-TZVPD RIJCOSX def2/J DEFGRID3
* xyz 0 1
N -1.365 0.187 1.460
C 0.089 0.311 1.230
C 0.265 -0.068 -0.576
N -0.931 -0.723 -0.898
N 1.415 -0.899 -0.748
N 0.414 1.231 -1.192
H -1.549 -0.747 1.817
H -0.775 0.661 2.377
H 0.457 1.330 1.209
H 0.750 -0.454 1.636
H -0.846 -1.716 -0.701
H -1.658 -0.384 -0.169
H 2.261 -0.359 -0.615
H 1.431 -1.321 -1.671
H 0.420 1.129 -2.205
H -0.376 1.821 -0.955
*
```

Mulliken population analysis, charges in e, atoms 1 to 5: -0.747 -1.007 0.793 -0.780 -0.706

---

Version 4
ORCA calculation (ωB97M-V/def2-TZVPD) on a cluster of 2 separate species, C2H10N4 in total.

Values from the calculation:
orbital gap (spin up / spin down) = 8.251 / 8.803 eV

```
! wB97M-V def2-TZVPD RIJCOSX def2/J DEFGRID3
* xyz 0 1
C -0.286 -0.146 1.834
C -0.037 0.235 0.384
N 0.712 1.473 -1.956
N -0.032 -1.901 -0.191
N 0.592 0.136 -2.247
N -0.701 -0.768 -0.374
H -0.683 -1.128 1.919
H 0.553 -0.046 2.452
H -1.130 0.476 2.180
H -0.639 1.222 0.098
H 1.045 0.245 0.098
H 0.306 2.133 -2.475
H 1.753 1.479 -1.937
H -0.308 -2.643 -0.869
H 0.930 -1.917 0.101
H -0.339 -0.100 -2.565
*
```

Mulliken population analysis, charges in e, atoms 1 to 5: -1.057 -0.125 -0.238 -0.245 -0.460

---

Result of the stability comparison: version 1 is the most stable of them.

---

Version 1
ORCA calculation (ωB97M-V/def2-TZVPD) on a cluster of 2 separate species, C2H10N4 in total.

Values from the calculation:
SMILES = [H]/N=C/N.NCN
orbital gap = 10.095 eV

```
! wB97M-V def2-TZVPD RIJCOSX def2/J DEFGRID3
* xyz 0 1
H -0.721 -2.632 1.261
N -1.051 -1.718 0.922
C -1.734 -1.786 -0.208
N -2.236 -0.784 -1.068
H -2.065 -2.893 -0.413
H -2.377 -0.806 -2.021
H -2.152 0.161 -0.620
N 1.461 0.746 -0.894
C 1.775 1.532 0.421
N 0.973 1.002 1.550
H 2.155 1.026 -1.593
H 0.527 1.000 -1.146
H 2.772 1.245 0.610
H 1.728 2.574 0.442
H 0.926 -0.009 1.383
H 0.018 1.342 1.374
*
```

Mulliken population analysis, charges in e, atoms 1 to 5: 0.229 -0.558 0.105 -0.408 0.219

---

Version 2
ORCA calculation (ωB97M-V/def2-TZVPD) on a cluster of 2 separate species, C2H10N4 in total.

Values from the calculation:
SMILES = [H]/N=C/N.NCN
orbital gap = 9.815 eV

```
! wB97M-V def2-TZVPD RIJCOSX def2/J DEFGRID3
* xyz 0 1
H 2.158 1.245 1.655
N 1.486 1.401 2.343
C 0.411 1.889 1.710
N -0.984 1.967 1.957
H 0.696 2.109 0.687
H -1.421 1.827 2.850
H -1.595 2.115 1.219
N -0.113 -2.316 -0.774
C -0.606 -1.935 -1.986
N -0.085 -0.737 -2.676
H 0.299 -1.402 -0.373
H 0.802 -2.839 -0.879
H -0.639 -2.824 -2.712
H -1.670 -1.629 -1.874
H -0.543 0.035 -2.209
H 0.958 -0.569 -2.663
*
```

Mulliken population analysis, charges in e, atoms 1 to 5: 0.259 -0.703 0.171 -0.391 0.254

---

Version 3
ORCA calculation (ωB97M-V/def2-TZVPD) on a cluster of 2 separate species, C2H10N4 in total.

Values from the calculation:
SMILES = [H]/N=C/N.NCN
orbital gap = 9.890 eV

```
! wB97M-V def2-TZVPD RIJCOSX def2/J DEFGRID3
* xyz 0 1
H 1.910 -2.446 4.459
N 1.794 -1.628 3.888
C 0.922 -1.278 3.061
N 0.737 0.129 2.834
H 0.044 -1.757 2.606
H 1.065 0.614 3.672
H 1.285 0.511 2.053
N -1.513 1.515 -1.811
C -0.896 0.231 -2.077
N -0.285 -0.019 -3.387
H -0.867 2.281 -1.953
H -2.372 1.679 -2.311
H -0.116 0.080 -1.308
H -1.711 -0.536 -2.106
H -0.669 0.254 -4.279
H 0.674 0.368 -3.342
*
```

Mulliken population analysis, charges in e, atoms 1 to 5: 0.220 -0.595 0.160 -0.593 0.322

---

Version 4
ORCA calculation (ωB97M-V/def2-TZVPD) on an isolated molecule of C2H10N4.

Values from the calculation:
SMILES = CN(N)C(N)N
orbital gap = 8.050 eV

```
! wB97M-V def2-TZVPD RIJCOSX def2/J DEFGRID3
* xyz 0 1
C 0.624 -1.814 0.125
N 0.442 -0.349 0.203
N 1.416 0.434 0.869
C -0.825 0.242 -0.235
N -1.262 1.191 0.737
N -0.620 0.937 -1.456
H 1.432 -2.026 -0.580
H 0.883 -2.199 1.115
H -0.292 -2.298 -0.222
H 2.318 -0.047 0.832
H 1.498 1.332 0.387
H -1.596 -0.523 -0.358
H -2.242 1.420 0.863
H -0.682 1.316 1.562
H -0.205 0.478 -2.260
H -0.890 1.905 -1.582
*
```

Mulliken population analysis, charges in e, atoms 1 to 5: -0.936 0.324 -0.816 0.280 -0.555

---

Result of the stability comparison: version 1 is the most stable of them.